Entry 1:
Molecular formula: C8H7N3
Method: DFT, ωB97M-V with the def2-TZVPD basis set

Values from the calculation:
* E: -12873.7266 eV
* HOMO energy (spin up / spin down): -8.085 / -7.870 eV
* LUMO energy (spin up / spin down): -1.2 / 0.0 eV

Each line ends with the Mulliken charge.
Cartesian coordinates (Å):
C  -2.353  -0.111  -0.009  -0.557
C  -2.017  -1.454  -0.088  -0.276
C  -1.384  0.871  0.003  -0.489
C  -0.672  -1.821  -0.189  -0.818
C  0.988  1.571  -0.023  -0.556
C  2.335  1.480  -0.147  -0.355
C  -0.014  0.536  -0.016  1.240
C  0.227  -0.816  -0.093  0.087
N  3.178  0.424  -0.074  -0.616
N  3.395  -1.848  0.134  -0.769
N  2.874  -0.780  -0.111  0.779
H  -3.395  0.171  0.030  0.358
H  -2.782  -2.216  -0.064  0.371
H  -1.659  1.917  0.000  0.316
H  -0.378  -2.854  -0.287  0.409
H  0.580  2.574  -0.011  0.249
H  2.902  2.399  -0.244  0.374
H  4.296  -1.854  0.627  0.255



Entry 2:
Molecular formula: C6H10O
Method: DFT, ωB97M-V with the def2-TZVPD basis set

Values from the calculation:
* E: -8427.6699 eV
* HOMO energy: -7.950 eV
* LUMO energy: 0.8 eV

Each line ends with the Mulliken charge.
Cartesian coordinates (Å):
C  2.284  -0.135  0.132  -1.297
C  0.802  0.027  0.555  -0.342
C  0.210  1.204  -0.145  -0.345
C  -1.262  1.250  -0.212  -0.409
C  -1.888  0.077  -0.067  -0.521
C  -1.082  -1.087  0.334  0.049
O  -1.493  -2.251  -0.300  -0.526
H  2.439  -0.230  -0.953  0.343
H  2.897  0.741  0.435  0.305
H  2.742  -1.008  0.599  0.352
H  0.697  -0.058  1.626  0.434
H  0.416  0.571  -1.022  0.236
H  0.714  2.185  -0.131  0.361
H  -1.760  2.135  -0.595  0.377
H  -2.887  -0.073  -0.482  0.378
H  -0.921  -1.329  1.371  0.269
H  -1.905  -2.020  -1.146  0.335



Entry 3:
Molecular formula: C4H21INO6
Method: DFT, ωB97M-V with the def2-TZVPD basis set

Values from the calculation:
* E: -26367.8861 eV
* net charge: -1
* HOMO energy: -5.468 eV
* LUMO energy: 2.9 eV

Each line ends with the Mulliken charge.
Cartesian coordinates (Å):
I  1.599  -2.151  -1.104  -0.520
C  0.085  1.465  0.890  -1.195
C  -1.121  1.545  -0.051  0.829
C  -1.543  2.944  -0.393  -0.723
O  -2.082  3.555  0.781  -0.286
C  -2.758  4.734  0.552  -0.797
N  -0.837  0.828  -1.308  -0.638
H  0.242  0.435  1.222  0.234
H  0.030  2.138  1.741  0.353
H  1.005  1.626  0.315  0.321
H  -1.923  1.060  0.524  0.103
H  -2.248  3.022  -1.231  0.383
H  -0.683  3.589  -0.640  0.287
H  -2.097  5.510  0.110  0.298
H  -3.028  5.299  1.448  0.277
H  -3.618  4.648  -0.122  0.301
H  -1.751  0.621  -1.700  0.276
H  -0.438  -0.079  -1.065  0.038
O  0.540  -2.275  2.447  -0.611
H  0.827  -2.329  1.519  0.261
H  1.125  -2.883  2.911  0.268
O  2.742  1.291  -1.674  -0.663
H  1.976  1.514  -2.217  0.334
H  2.525  0.410  -1.324  0.201
O  1.121  -5.692  0.491  -0.661
H  0.828  -4.886  0.044  0.276
H  2.083  -5.677  0.386  0.379
O  -1.778  -2.320  -0.545  -0.633
H  -0.795  -2.396  -0.579  0.156
H  -1.971  -2.139  0.383  0.329
O  3.916  -4.855  -0.675  -0.688
H  3.384  -4.080  -0.965  0.198
H  4.642  -4.470  -0.172  0.312



Entry 4:
Molecular formula: C6H39NO12S
Method: DFT, ωB97M-V with the def2-TZVPD basis set

Values from the calculation:
* E: -43739.7352 eV
* net charge: +1
* HOMO energy (spin up / spin down): -12.913 / -12.898 eV
* multiplicity: 2
* LUMO energy (spin up / spin down): -3.8 / -8.4 eV
* expectation value of S²: 0.7537

Each line ends with the Mulliken spin population.
Cartesian coordinates (Å):
C  -0.476  1.133  -1.800  0.012
C  -0.012  1.910  -2.977  -0.046
S  0.421  0.756  -4.450  1.004
C  -0.307  1.750  -0.394  0.013
N  -0.573  0.932  0.834  0.003
C  -0.765  -0.504  0.499  0.002
C  -1.509  -1.223  1.612  -0.001
C  -0.680  -2.360  2.267  0.000
H  -1.527  0.850  -1.879  0.011
H  0.022  0.162  -1.727  -0.008
H  0.904  2.484  -2.803  0.038
H  -0.745  2.516  -3.500  -0.005
H  1.456  0.161  -3.763  -0.023
H  -1.003  2.603  -0.278  0.001
H  0.597  2.362  -0.434  0.000
H  0.266  1.007  1.396  -0.001
H  -1.280  -0.517  -0.474  -0.009
H  0.172  -1.011  0.236  0.001
H  -2.559  -1.406  1.390  0.000
H  -1.527  -0.459  2.404  0.000
H  -1.266  -3.272  2.256  0.000
H  -0.212  -2.055  3.196  0.000
H  0.157  -2.610  1.605  0.000
H  1.172  2.818  2.811  0.000
H  0.218  3.142  1.604  0.000
O  0.912  3.480  2.168  0.000
H  -3.075  -1.749  -1.005  0.000
H  -2.270  -2.020  -2.395  0.001
O  -2.650  -1.382  -1.786  0.001
H  5.193  1.882  1.648  0.000
H  4.328  2.970  0.957  0.000
O  4.290  2.154  1.465  0.000
H  0.775  -2.472  -2.820  0.001
H  -0.224  -1.807  -1.903  0.001
O  -0.174  -2.310  -2.724  0.008
H  5.143  0.472  -1.360  0.000
H  4.005  1.135  -0.487  0.000
O  4.474  1.159  -1.331  0.000
H  -2.575  1.513  1.379  0.000
H  -2.671  2.756  2.229  0.000
O  -3.222  2.074  1.829  0.000
H  -4.933  -1.300  1.882  0.000
H  -5.274  -0.023  0.858  0.000
O  -5.218  -0.941  1.052  0.000
H  2.758  -1.013  0.903  0.000
H  2.781  -0.402  2.142  0.000
O  3.311  -1.079  1.682  0.000
H  2.608  0.816  4.974  0.000
H  2.967  -0.627  4.860  0.000
O  2.292  0.001  4.576  0.000
H  -0.631  -4.593  -2.026  0.000
H  0.352  -4.333  -1.142  0.000
O  0.223  -5.012  -1.818  0.001
H  3.133  -0.845  -2.227  0.000
H  3.233  -1.544  -3.573  0.000
O  2.594  -1.281  -2.903  -0.003
H  -3.956  2.161  -0.478  0.000
H  -4.694  1.041  -1.275  0.000
O  -4.746  1.949  -0.984  0.000



Entry 5:
Molecular formula: C6H8N
Method: DFT, ωB97M-V with the def2-TZVPD basis set

Values from the calculation:
* E: -7830.3266 eV
* net charge: +1
* HOMO energy: -14.801 eV
* LUMO energy: -6.2 eV

Each line ends with the Mulliken charge.
Cartesian coordinates (Å):
C  0.173  -1.339  0.055  0.309
C  1.487  0.088  -0.011  0.423
C  2.695  0.638  -0.124  -0.703
C  0.113  0.755  0.290  -0.767
C  -0.952  -0.524  0.463  0.420
C  -2.169  -0.460  -0.440  -1.375
N  1.340  -1.339  -0.278  -0.307
H  3.502  -0.001  -0.347  0.350
H  2.641  1.625  0.163  0.296
H  0.153  1.269  1.223  0.406
H  -0.345  1.323  -0.464  0.379
H  -1.186  -0.698  1.541  0.385
H  -2.006  -0.688  -1.543  0.369
H  -2.501  0.475  -0.492  0.449
H  -2.945  -1.125  -0.036  0.365



Entry 6:
Molecular formula: C5H10N
Method: DFT, ωB97M-V with the def2-TZVPD basis set

Values from the calculation:
* E: -6825.2704 eV
* net charge: +1
* HOMO energy (spin up / spin down): -12.709 / -12.708 eV
* LUMO energy (spin up / spin down): -4.1 / -4.1 eV

Each line ends with the Mulliken charge.
Cartesian coordinates (Å):
C  0.982  0.243  0.541  0.097
C  1.283  1.264  1.253  -0.840
C  0.361  -0.706  -0.274  0.590
C  -0.901  0.211  -0.394  -0.903
C  0.914  -1.108  -1.699  -1.078
N  -1.766  0.106  0.788  -0.365
H  0.907  2.290  1.194  0.309
H  2.141  1.076  1.774  0.306
H  0.103  -1.530  0.333  0.341
H  -0.741  1.209  -0.662  0.390
H  1.773  -1.836  -1.713  0.355
H  1.091  -0.126  -2.179  0.290
H  0.085  -1.705  -2.264  0.281
H  -2.115  -0.824  1.288  0.384
H  -2.711  0.657  0.463  0.447
H  -1.408  0.777  1.551  0.396